Record 1
106
Properties=species:S:1:pos:R:3:forces:R:3:lowdin_charge:R:1 method="wB97M-V/def2-TZVPD" relative_energy_kj_mol=17.9 gap_ha=0.2209 multiplicity=1 energy_ev=-88969.7446 total_charge=-1 lumo_energy_ev=1.69 max_force_ha_per_bohr=0.0093 homo_ev=-4.32
Ag -0.261 0.055 1.134 0.2 0.1 0.4 0.568
N -3.058 -0.241 -0.499 0.1 0.1 0.3 -0.377
P -2.125 -1.679 -0.145 0.0 0.1 -0.3 0.965
C -3.556 -2.701 0.430 0.1 0.1 0.1 -0.359
C -3.462 -3.353 1.653 0.0 0.0 0.0 -0.108
C -4.518 -4.120 2.134 0.0 0.0 0.0 -0.091
C -5.684 -4.230 1.394 0.0 0.0 0.0 -0.101
C -5.790 -3.579 0.169 0.0 0.0 0.0 -0.092
C -4.734 -2.823 -0.311 0.0 0.0 0.0 -0.094
C -1.927 -2.465 -1.787 -0.2 0.0 0.0 -0.374
C -1.389 -3.749 -1.804 0.0 -0.1 0.0 -0.122
C -1.229 -4.429 -3.000 0.1 0.0 0.0 -0.102
C -1.586 -3.818 -4.197 0.0 0.0 0.0 -0.101
C -2.096 -2.528 -4.186 0.0 -0.1 0.0 -0.078
C -2.271 -1.854 -2.985 0.1 0.1 0.0 -0.094
P -2.302 1.303 -0.213 -0.3 -0.1 -0.1 0.955
C -2.416 2.117 -1.855 0.0 -0.1 0.1 -0.352
C -3.358 1.759 -2.812 0.0 0.0 0.0 -0.098
C -3.425 2.438 -4.018 0.0 0.0 0.0 -0.082
C -2.555 3.491 -4.275 0.0 0.0 0.0 -0.095
C -1.614 3.853 -3.324 0.0 0.0 0.0 -0.096
C -1.540 3.160 -2.124 0.0 0.0 0.0 -0.111
C -3.754 2.184 0.535 0.2 0.0 0.0 -0.337
C -5.092 1.815 0.424 -0.1 0.0 0.0 -0.097
C -6.095 2.591 0.989 0.0 0.0 0.0 -0.094
C -5.779 3.755 1.673 0.0 0.0 0.0 -0.103
C -4.449 4.135 1.794 -0.1 0.0 0.0 -0.093
C -3.452 3.351 1.237 0.0 -0.1 0.0 -0.107
H -3.898 -0.298 0.068 -0.1 0.0 -0.2 0.007
H -2.556 -3.250 2.240 0.0 0.0 0.0 0.092
H -4.430 -4.621 3.089 0.0 0.0 0.0 0.099
H -6.510 -4.823 1.767 0.0 0.0 0.0 0.095
H -6.698 -3.669 -0.416 0.0 0.0 0.0 0.097
H -4.810 -2.336 -1.277 0.0 0.0 0.0 0.105
H -1.094 -4.219 -0.871 0.0 0.0 0.0 0.103
H -0.812 -5.429 -3.003 0.0 0.0 0.0 0.094
H -1.445 -4.340 -5.135 0.0 0.0 0.0 0.092
H -2.338 -2.032 -5.117 0.0 0.0 0.0 0.103
H -2.618 -0.829 -2.979 0.0 -0.1 0.0 0.075
H -4.033 0.936 -2.610 0.0 0.0 0.0 0.092
H -4.154 2.145 -4.763 0.0 0.0 0.0 0.097
H -2.603 4.016 -5.220 0.0 0.0 0.0 0.094
H -0.921 4.661 -3.526 0.0 0.0 0.0 0.098
H -0.787 3.422 -1.388 0.0 0.0 0.0 0.092
H -5.381 0.927 -0.126 0.0 0.0 0.0 0.093
H -7.129 2.284 0.891 0.0 0.0 0.0 0.097
H -6.562 4.360 2.111 0.0 0.0 0.0 0.095
H -4.188 5.034 2.338 0.0 0.0 0.0 0.098
H -2.412 3.636 1.359 0.0 0.0 0.0 0.097
F -1.302 -0.151 7.397 0.0 0.0 0.0 0.007
C -1.027 -0.135 6.058 0.0 0.0 0.0 -0.314
C -1.958 -0.639 5.176 0.0 0.0 0.0 -0.052
C -1.656 -0.611 3.815 0.0 0.0 0.0 -0.180
C -0.459 -0.095 3.291 -0.2 0.0 -0.1 -0.254
C 0.428 0.403 4.254 0.0 0.0 0.0 -0.174
C 0.169 0.389 5.625 0.0 0.0 0.0 -0.053
H -2.891 -1.042 5.549 0.0 0.0 0.0 0.103
H -2.404 -1.021 3.140 0.0 0.0 0.0 0.049
H 1.372 0.838 3.943 0.0 0.0 0.0 0.055
H 0.878 0.780 6.345 0.0 0.0 0.0 0.102
C 6.147 0.538 -1.822 0.0 0.0 0.0 -0.052
C 4.662 0.418 -2.042 0.0 0.0 0.0 -0.273
C 3.946 1.407 -2.699 0.0 0.0 0.0 -0.031
C 2.565 1.325 -2.872 0.1 0.0 -0.1 -0.219
C 1.856 2.465 -3.559 0.0 -0.1 0.0 -0.032
C 1.876 0.230 -2.350 0.1 0.2 -0.1 -0.071
C 2.577 -0.779 -1.687 0.0 -0.1 0.0 -0.201
C 1.854 -1.967 -1.116 0.0 0.0 0.0 -0.025
C 3.958 -0.682 -1.563 0.0 0.0 0.0 -0.028
C 0.366 0.145 -2.465 0.1 -0.3 -0.4 -0.629
O -0.146 0.149 -3.589 0.0 0.2 0.0 0.026
O -0.238 0.044 -1.357 -0.3 0.1 0.3 -0.211
H 6.601 1.218 -2.543 0.0 0.0 0.0 0.071
H 6.640 -0.431 -1.908 0.0 0.0 0.0 0.075
H 6.362 0.925 -0.822 0.0 0.0 0.0 0.069
H 4.471 2.272 -3.095 0.0 0.0 0.0 0.113
H 2.517 2.939 -4.285 0.0 0.0 0.0 0.075
H 1.569 3.232 -2.830 0.0 0.0 0.0 0.070
H 0.951 2.125 -4.059 0.0 0.0 0.0 0.068
H 1.226 -2.442 -1.871 0.0 0.0 0.0 0.083
H 1.192 -1.667 -0.298 0.1 0.0 0.0 0.045
H 2.564 -2.705 -0.739 0.0 0.0 0.0 0.069
H 4.499 -1.492 -1.081 0.0 0.1 -0.1 0.085
C 3.214 3.056 0.202 0.0 0.0 0.0 -0.044
C 2.172 2.142 0.127 0.0 0.0 0.0 -0.128
N 2.112 1.058 0.893 0.0 0.0 -0.1 0.065
C 3.091 0.837 1.758 0.0 0.0 0.0 -0.115
C 4.190 1.679 1.908 0.0 0.0 0.0 -0.208
C 4.225 2.824 1.116 0.0 0.0 -0.1 -0.025
C 5.220 1.457 2.938 -0.1 0.1 0.0 -0.040
C 5.798 0.338 3.376 0.1 -0.2 -0.1 -0.030
C 5.738 -1.045 2.863 -0.1 0.1 0.1 -0.261
C 5.231 -1.421 1.621 0.1 0.1 0.0 -0.003
C 5.303 -2.758 1.289 0.0 0.0 0.0 -0.120
N 5.825 -3.679 2.100 0.0 0.0 0.0 0.074
C 6.283 -3.217 3.257 0.0 0.0 0.0 -0.216
N 6.279 -1.959 3.678 0.0 -0.1 0.0 0.116
H 3.226 3.924 -0.442 0.0 0.0 0.0 0.107
H 1.348 2.273 -0.566 0.0 0.0 0.0 0.094
H 2.989 -0.051 2.372 0.0 0.0 0.1 0.121
H 5.051 3.520 1.213 0.0 0.0 0.0 0.115
H 5.522 2.366 3.452 0.0 0.0 0.0 0.110
H 6.463 0.423 4.227 0.0 0.0 0.0 0.102
H 4.806 -0.702 0.936 0.1 -0.1 0.0 0.081
H 4.928 -3.112 0.335 0.0 0.0 0.0 0.097
H 6.713 -3.947 3.934 0.0 0.0 0.0 0.102

***

Record 2
9
Properties=species:S:1:pos:R:3:forces:R:3:lowdin_charge:R:1 method="wB97M-V/def2-TZVPD" relative_energy_kj_mol=51.7 gap_ha=0.3561 multiplicity=1 smiles=Sn1cc(Cl)nn1 energy_ev=-29932.4141 total_charge=0 lumo_energy_ev=0.38 max_force_ha_per_bohr=0.0335 homo_ev=-9.31
S -1.565 0.055 -1.869 0.0 -0.3 -0.4 0.821
N -0.416 -0.022 -0.623 0.6 0.0 1.6 -0.554
C -0.402 0.538 0.626 0.4 0.4 -0.3 -0.127
C 0.817 0.149 1.130 -0.7 -0.7 -0.3 -0.808
Cl 1.487 0.536 2.638 0.1 0.0 0.3 0.687
N 1.396 -0.726 0.277 0.4 0.6 0.1 0.000
N 0.682 -0.799 -0.788 -0.5 0.1 -0.3 -0.035
H -0.859 -0.922 -2.481 -0.4 0.2 -0.2 -0.107
H -1.140 1.191 1.090 0.1 -0.3 -0.6 0.122

***

Record 3
22
Properties=species:S:1:pos:R:3:forces:R:3:lowdin_charge:R:1 method="wB97M-V/def2-TZVPD" relative_energy_kj_mol=176.4 gap_ha=0.4180 multiplicity=1 energy_ev=-10989.9763 total_charge=+1 lumo_energy_ev=-3.23 max_force_ha_per_bohr=0.0493 homo_ev=-14.60
O -0.173 -0.002 2.542 0.3 0.2 -0.1 0.093
C 0.561 0.457 1.696 -1.2 -1.2 1.2 -0.183
C 0.448 -0.076 0.301 -0.8 -0.6 -0.4 -0.227
C -0.100 1.054 -0.584 2.2 1.2 0.2 -0.381
C -0.004 0.744 -2.062 -1.6 -0.5 -1.1 -0.051
C -1.424 1.616 -0.090 -1.2 0.0 1.2 -0.038
N -0.521 -1.278 0.222 0.0 0.6 0.6 0.222
H 1.235 1.276 1.957 0.3 0.2 -0.4 0.153
H 1.357 -0.564 -0.049 0.2 0.7 -0.1 0.145
H 0.679 1.823 -0.403 -0.4 -0.1 -0.2 0.154
H -0.555 1.511 -2.618 0.2 0.0 0.1 0.096
H -0.561 -0.182 -2.314 0.1 0.2 0.0 0.084
H 0.959 0.650 -2.566 0.3 0.1 0.7 0.096
H -2.107 2.014 -0.835 0.1 -0.5 -0.4 0.094
H -1.438 2.433 0.641 1.1 0.2 -0.2 0.100
H -1.946 0.903 0.560 -0.4 -0.3 -0.6 0.074
H -1.458 -1.094 0.583 0.0 0.4 -0.1 0.158
H -0.559 -1.409 -0.787 -0.3 -0.7 0.0 0.147
H -0.200 -2.128 0.724 0.4 0.6 -0.7 0.142
H 2.526 -2.459 0.493 -0.5 -0.4 0.4 0.089
H 1.649 -2.596 1.780 0.4 -0.3 -0.5 0.085
O 1.631 -2.694 0.809 0.7 0.2 0.5 -0.052

***

Record 4
63
Properties=species:S:1:pos:R:3:forces:R:3:lowdin_charge:R:1 method="wB97M-V/def2-TZVPD" relative_energy_kj_mol=1.7 gap_ha="0.2258 / 0.2128" multiplicity=2 energy_ev=-138992.9330 total_charge=-1 lumo_energy_ev="2.24 / 2.20" s2=0.807 max_force_ha_per_bohr=0.0180 homo_ev="-3.90 / -3.59"
Mn 0.233 -1.276 -0.163 0.6 0.2 0.7 0.104
C -2.065 -1.151 5.221 0.0 0.0 0.0 -0.107
C -2.528 -0.925 3.937 0.0 0.0 0.0 -0.082
C -1.657 -0.962 2.855 0.0 0.1 -0.1 -0.053
C -0.310 -1.221 3.049 0.2 -0.1 -0.1 -0.217
C 0.159 -1.454 4.347 -0.1 0.0 -0.1 -0.035
C -0.715 -1.418 5.418 0.0 0.0 0.0 -0.098
N 0.592 -1.237 1.909 0.0 0.0 0.4 -0.034
N 1.796 -1.152 2.285 0.0 0.1 0.0 0.072
C 2.714 -1.117 1.246 -0.2 0.0 0.1 -0.306
C 4.076 -1.012 1.560 0.0 0.0 0.0 -0.050
C 4.983 -0.964 0.526 0.0 0.0 0.1 -0.119
C 4.518 -1.037 -0.797 0.0 0.0 0.0 -0.095
C 3.169 -1.139 -1.085 0.0 0.0 0.0 -0.093
C 2.211 -1.162 -0.056 -0.2 0.0 -0.2 -0.179
H -2.746 -1.124 6.063 0.0 0.0 0.0 0.094
H -3.575 -0.715 3.760 0.0 0.0 0.0 0.103
H -2.036 -0.765 1.865 0.0 0.0 -0.2 0.011
H 1.205 -1.665 4.498 0.1 0.0 0.0 0.096
H -0.339 -1.603 6.417 0.0 0.0 0.0 0.095
H 4.387 -0.965 2.598 0.0 0.0 0.0 0.099
H 6.043 -0.876 0.728 0.0 0.0 0.0 0.086
H 5.236 -1.006 -1.610 0.0 0.0 0.0 0.093
H 2.833 -1.188 -2.115 0.0 0.0 0.0 0.094
O 0.436 -1.235 -4.241 0.0 0.0 0.0 0.012
C -0.200 -1.095 -3.197 0.0 0.0 0.0 -0.591
O 0.354 -0.880 -2.062 0.1 -0.2 -0.2 -0.210
C -1.715 -1.070 -3.265 0.0 0.0 0.0 -0.152
C -2.256 -0.921 -4.545 0.0 0.0 0.0 -0.046
C -3.615 -0.822 -4.766 0.0 0.0 0.0 -0.114
C -4.473 -0.888 -3.671 0.0 0.0 0.0 -0.119
C -3.960 -1.052 -2.402 0.0 0.0 0.0 -0.155
C -2.576 -1.148 -2.158 0.0 0.0 0.0 -0.583
S -2.142 -1.420 -0.480 -0.2 -0.1 0.3 0.661
H -1.551 -0.880 -5.365 0.0 0.0 0.0 0.106
H -4.004 -0.697 -5.769 0.0 0.0 0.0 0.085
H -5.547 -0.816 -3.808 0.0 0.0 0.0 0.089
H -4.626 -1.116 -1.550 0.0 0.0 0.0 0.081
C 0.981 2.328 2.568 0.0 0.0 0.0 -0.167
C -0.211 2.325 1.615 0.0 0.0 0.0 -0.403
As 0.109 1.282 -0.019 -0.1 -0.1 -0.3 1.267
C -1.305 1.966 -1.190 0.0 0.0 0.0 -0.405
C -1.391 3.474 -1.381 0.0 0.0 0.0 -0.167
C 1.667 2.259 -0.707 0.0 0.0 0.0 -0.400
C 1.868 2.045 -2.204 0.0 0.0 0.0 -0.157
H 0.743 2.870 3.487 0.0 0.0 0.0 0.064
H 1.849 2.809 2.114 0.0 0.0 0.0 0.058
H 1.274 1.316 2.849 0.0 0.0 0.0 0.043
H -0.469 3.343 1.316 0.0 0.0 0.0 0.051
H -1.087 1.892 2.104 0.0 0.0 0.0 0.056
H -2.236 1.552 -0.800 0.0 0.0 0.0 0.052
H -1.137 1.459 -2.141 0.0 0.0 0.0 0.057
H -1.699 3.986 -0.466 0.0 0.0 0.0 0.054
H -2.126 3.720 -2.151 0.0 0.0 0.0 0.067
H -0.436 3.901 -1.694 0.0 0.0 0.0 0.052
H 2.529 1.886 -0.150 0.0 0.0 0.0 0.058
H 1.556 3.322 -0.471 0.0 0.0 0.0 0.061
H 1.916 0.985 -2.449 0.0 0.0 0.0 0.046
H 2.789 2.526 -2.543 0.0 0.0 0.0 0.068
H 1.041 2.467 -2.781 0.0 0.0 0.0 0.060
N 0.449 -4.264 0.185 0.1 0.0 -0.1 0.140
C 0.370 -3.112 -0.078 -0.2 0.2 -0.3 -0.163
H 0.644 -5.168 -0.189 0.0 0.0 0.0 0.066

***

Record 5
17
Properties=species:S:1:pos:R:3:forces:R:3:lowdin_charge:R:1 method="wB97M-V/def2-TZVPD" relative_energy_kj_mol=525.8 gap_ha="0.2261 / 0.2232" multiplicity=2 energy_ev=-17845.0649 total_charge=0 lumo_energy_ev="-0.84 / -0.85" s2=0.786 max_force_ha_per_bohr=0.1261 homo_ev="-6.99 / -6.92"
O 3.313 0.236 0.667 -0.2 0.2 0.1 -0.075
C 2.214 0.772 0.372 1.1 0.3 0.6 -0.800
O 1.873 1.904 0.796 -0.2 0.4 0.1 -0.087
O 1.429 0.078 -0.462 -1.5 -0.5 -0.3 0.018
C 0.254 0.685 -1.002 2.1 3.2 -0.1 -0.117
Li 3.665 1.920 1.598 -0.5 -0.5 -0.4 0.837
H 0.194 0.308 -2.032 -0.9 -0.5 0.8 0.137
H 0.472 1.743 -1.195 0.1 0.0 0.4 0.118
C -1.246 0.917 -0.004 2.9 -1.4 -2.6 0.014
C -1.228 -0.453 -0.376 -3.6 -5.4 0.4 -0.205
H -1.831 1.603 -0.629 0.4 -0.2 0.4 0.122
H -1.115 1.083 1.073 0.1 0.3 -0.5 0.124
Hg -2.052 -4.080 -0.361 0.5 -3.4 -1.4 0.530
O -2.565 -2.226 0.442 2.4 3.1 0.3 -0.478
C -1.423 -1.534 0.513 -3.2 2.5 3.3 -0.445
H -1.081 -1.346 1.552 0.5 -0.9 -0.1 0.121
H -0.873 -1.612 -0.951 -0.2 2.8 -1.0 0.187

***

Record 6
18
Properties=species:S:1:pos:R:3:forces:R:3:lowdin_charge:R:1 method="wB97M-V/def2-TZVPD" relative_energy_kj_mol=418.9 gap_ha=0.2926 multiplicity=1 smiles="CC(O)=C=O.CCO" energy_ev=-11485.8446 total_charge=0 lumo_energy_ev=0.57 max_force_ha_per_bohr=0.0770 homo_ev=-7.39
C -2.506 0.420 -0.593 0.1 0.3 0.6 -0.024
C -1.397 -0.558 -0.377 -0.3 -1.1 1.5 -0.401
O -0.765 -1.071 -1.478 1.0 -0.2 -0.3 0.018
C -1.084 -1.037 0.857 -2.4 -0.5 -1.9 -0.136
O -1.324 -1.744 1.778 1.1 0.5 0.4 0.113
H -2.605 0.709 -1.639 0.2 -0.2 0.0 0.089
H -2.336 1.322 -0.008 -0.1 0.1 -0.1 0.078
H -3.446 -0.026 -0.261 -0.1 0.1 -0.1 0.084
H 0.181 -0.866 -1.405 -0.4 0.1 -0.2 0.083
C 2.323 -0.436 0.353 -0.4 0.0 -0.4 -0.100
C 1.356 0.616 0.845 0.1 2.8 -2.8 -0.138
O 0.330 1.140 -0.366 1.3 -1.2 2.2 -0.173
H 3.259 -0.384 0.913 -0.2 -0.2 0.2 0.081
H 1.891 -1.434 0.403 0.1 -0.1 0.1 0.074
H 2.600 -0.244 -0.685 -0.1 0.1 0.0 0.077
H 1.861 1.579 0.954 0.3 -0.3 0.3 0.095
H 0.893 0.401 1.805 -0.9 -0.1 -0.6 0.101
H 0.771 1.611 -1.095 0.6 -0.2 0.9 0.077